Entry 1:
108
Properties=species:S:1:pos:R:3 method="wB97M-V/def2-TZVPD" relative_energy_kcal_mol=66.9 lumo_energy_ev=-1.73 charge=+1 spin_multiplicity=1 gap_ev=9.02 homo_ev=-10.7
Ba -0.82777 -0.60852 0.15932
N 1.35888 0.18618 1.48576
C 1.57255 1.34048 2.38576
C 0.25315 1.82159 2.96460
N -0.52119 2.49382 1.93842
C -1.93909 2.61236 2.26073
C -2.72053 2.88251 1.00156
N -2.58608 1.72941 0.11227
C 0.02871 3.81721 1.59783
C 0.34425 3.97662 0.12055
N 1.47118 3.12884 -0.24095
H 1.21094 -0.62721 2.06214
H 2.21592 -0.03984 0.98082
H 2.03372 2.13159 1.79418
H 2.26400 1.10707 3.20244
H 0.42718 2.44812 3.85310
H -0.32033 0.95833 3.31958
H -2.13570 3.39945 3.00834
H -2.29380 1.68422 2.71615
H -2.36363 3.78578 0.50645
H -3.76811 3.08093 1.25014
H -2.55510 1.97712 -0.86999
H -3.38166 1.10606 0.18470
H 0.95116 3.98344 2.15998
H -0.67170 4.59994 1.91442
H 0.63008 5.01466 -0.06304
H -0.56457 3.79077 -0.46980
H 1.81941 3.30834 -1.17328
H 1.23948 2.14104 -0.18031
N 3.36171 -2.90319 -3.46324
C 3.76100 -2.17332 -2.24609
C 4.74243 -1.05792 -2.54466
C 4.83296 -0.11937 -1.33301
N 3.64873 0.72981 -1.16170
C 5.12947 -0.89529 -0.04307
C 4.38954 -2.22640 0.17502
N 3.07337 -2.03320 0.82338
C 4.30197 -3.04688 -1.12123
H 1.75355 -2.39077 -3.83869
H 3.17332 -3.87819 -3.25242
H 4.10426 -2.89407 -4.15499
H 2.85665 -1.69294 -1.86296
H 4.43294 -0.48803 -3.42580
H 5.72618 -1.49094 -2.76086
H 5.67047 0.56059 -1.49827
H 2.81471 0.18301 -0.97661
H 3.45676 1.25107 -2.01054
H 4.91555 -0.23898 0.80114
H 6.20184 -1.10427 -0.01008
H 4.98086 -2.79408 0.89516
H 2.76053 -2.91444 1.21832
H 2.36518 -1.79688 0.13721
H 3.65407 -3.91414 -0.95858
H 5.29166 -3.42572 -1.39858
O 0.63740 -2.89134 -1.46407
P 0.12293 -1.78842 -2.50904
O 0.80630 -1.95911 -3.86015
O 0.19058 -0.43558 -1.86603
O -1.43308 -2.17826 -2.69210
P -2.51226 -2.25086 -1.42422
O -3.62354 -3.23221 -1.90042
O -2.95664 -0.86556 -1.09676
O -1.67844 -2.89575 -0.33034
H -0.16936 -3.14486 -0.90982
H -4.38525 -2.83019 -2.33566
C 0.20780 -4.19951 2.18963
C -0.88826 -4.72014 3.08474
C -0.77534 -6.00351 3.61612
C -1.72340 -6.49993 4.49723
C -2.79951 -5.71019 4.87264
C -2.92496 -4.43232 4.34924
C -1.98868 -3.93575 3.44749
Sb -2.23341 -1.93947 2.72641
C -4.27243 -2.20564 2.05614
C -4.60912 -3.51079 1.68093
C -5.84775 -3.80914 1.13789
C -6.77986 -2.79876 0.95514
C -6.44563 -1.50038 1.29403
C -5.19569 -1.17995 1.82610
C -4.92068 0.27494 2.08147
C -2.40706 -1.13616 4.70328
C -3.58650 -0.52453 5.12085
C -3.66984 0.13926 6.33799
C -2.55418 0.20348 7.15593
C -1.38820 -0.44052 6.77042
C -1.29845 -1.12972 5.56400
C -0.05011 -1.92075 5.28100
H 0.93375 -4.98067 1.96332
H 0.74972 -3.38163 2.67818
H -0.19446 -3.82951 1.24656
H 0.07376 -6.61701 3.33832
H -1.61628 -7.50005 4.89679
H -3.53807 -6.08292 5.57024
H -3.76760 -3.82076 4.65282
H -3.90220 -4.31782 1.82200
H -6.08273 -4.83046 0.86710
H -7.75702 -3.01888 0.54468
H -7.16280 -0.70284 1.13334
H -5.14612 0.86838 1.19297
H -3.88516 0.46043 2.36208
H -5.53726 0.67791 2.88739
H -4.47348 -0.58153 4.50537
H -4.60136 0.59995 6.64051
H -2.59564 0.72958 8.10068
H -0.52720 -0.43045 7.42922
H 0.74054 -1.67506 5.98911
H 0.35026 -1.76195 4.28426
H -0.24477 -2.99409 5.34695

=====

Entry 2:
27
Properties=species:S:1:pos:R:3 method="wB97M-V/def2-TZVPD" relative_energy_kcal_mol=0.0 lumo_energy_ev=-4.41 charge=+1 spin_multiplicity=1 gap_ev=7.16 homo_ev=-11.6
C 3.65567 1.31341 0.47287
C 2.44128 1.39899 -0.38173
C 2.45888 0.67792 -1.72429
N 1.38092 2.03835 -0.00711
C 0.19662 1.28874 -0.03402
C -0.93781 1.68684 -0.80242
C -2.06308 0.92050 -0.80091
C -2.12619 -0.28141 -0.07556
C -3.25730 -1.13140 -0.06749
C -3.28365 -2.27414 0.66406
N -2.19185 -2.61784 1.40006
C -1.08887 -1.88503 1.41721
C -1.00324 -0.69086 0.70115
C 0.14648 0.12900 0.70052
H 4.57331 1.19381 -0.10246
H 3.54906 0.38334 1.04506
H 3.73186 2.12830 1.18939
H 2.21473 -0.37638 -1.56162
H 3.44091 0.76663 -2.18070
H 1.67859 1.11176 -2.34278
H -0.88705 2.59952 -1.37969
H -2.94415 1.20424 -1.36363
H -4.10596 -0.84943 -0.67656
H -4.15803 -2.90491 0.65352
H -2.18849 -3.45823 1.96345
H -0.23060 -2.20114 1.99503
H 0.99796 -0.17058 1.29864

=====

Entry 3:
117
Properties=species:S:1:pos:R:3 method="wB97M-V/def2-TZVPD" relative_energy_kcal_mol=9.3 lumo_energy_ev=0.16 spin_multiplicity=1 gap_ev=9.10 homo_ev=-8.9
C -2.03774 0.42999 -7.84113
O -1.36866 0.29359 -6.60190
C -1.97750 0.62751 -5.47331
O -3.07267 1.19197 -5.38497
O -1.13581 0.40913 -4.49034
C -1.31990 0.89091 -3.18501
H -2.55105 1.37911 -7.99536
H -2.84469 -0.29012 -7.97666
H -1.39526 0.29367 -8.71104
H -1.91338 0.07751 -2.76757
H -1.78171 1.87798 -3.16258
H -0.42078 0.90911 -2.56910
C -2.71386 -2.54486 -3.61733
O -1.94519 -3.60821 -4.03621
C -0.84954 -4.07899 -3.40996
O -0.37113 -5.09513 -3.77489
O -0.45222 -3.28107 -2.40838
C 0.32954 -3.75402 -1.32660
H -2.43398 -2.14904 -2.64106
H -3.74609 -2.83987 -3.42874
H -2.72877 -1.68565 -4.28790
H -0.28983 -4.42216 -0.72823
H 0.53958 -2.90261 -0.67922
H 1.24813 -4.11089 -1.79237
C 3.07274 -1.97052 4.27026
N 3.34995 -3.26782 4.85503
C 2.49694 -4.04885 5.51176
C 1.07616 -3.62448 5.90379
O 2.85917 -5.17913 5.87205
H 3.98508 -1.37827 4.19972
H 2.42448 -1.32941 4.86763
H 2.55084 -2.26409 3.35948
H 4.21754 -3.70831 4.58420
H 0.31559 -3.93343 5.18672
H 0.97650 -2.53994 5.94796
H 0.78358 -4.05790 6.86016
C 4.03617 1.10640 2.25272
N 5.15046 0.87966 1.30966
C 5.10614 -0.04797 0.35339
C 6.37790 -0.21485 -0.51673
O 4.17059 -0.78364 0.18040
H 3.96822 2.18785 2.37086
H 4.14441 0.63263 3.22839
H 3.08969 0.86495 1.76902
H 5.99851 1.42771 1.28592
H 6.54719 0.74217 -1.01025
H 6.23099 -0.88035 -1.36739
H 7.21247 -0.63706 0.04303
C -4.11239 1.46826 4.06298
N -3.30807 0.25766 4.09338
C -2.08345 0.10210 4.60513
C -1.46242 -1.30761 4.43649
O -1.48090 0.99613 5.13886
H -3.47746 2.29570 4.37970
H -5.01340 1.23314 4.62955
H -4.27086 1.64603 2.99931
H -3.74996 -0.56743 3.71386
H -0.54538 -1.14875 3.86915
H -1.98215 -2.01767 3.79322
H -1.20928 -1.77084 5.39013
C -3.98240 2.66016 0.08042
N -4.19116 3.09269 -1.35107
C -3.41600 3.79106 -2.12477
C -3.87814 4.07730 -3.51992
O -2.26178 4.15674 -1.75944
H -3.08760 3.10628 0.51446
H -3.65220 1.62150 0.09645
H -4.73236 2.92040 0.82736
H -5.10981 2.92997 -1.73799
H -4.48974 3.27782 -3.93808
H -3.15154 4.29557 -4.30256
H -4.45671 5.00107 -3.52360
C -0.10037 4.09070 1.78008
N -0.91638 4.92141 0.92514
C -1.89571 5.75414 1.38193
C -2.82757 6.31194 0.38104
O -2.08199 6.02803 2.57914
H 0.57110 3.41401 1.25158
H -0.80191 3.49351 2.36258
H 0.50207 4.64132 2.50258
H -1.00446 4.66343 -0.04738
H -2.29331 6.68735 -0.49175
H -3.44224 7.04715 0.90041
H -3.55176 5.57424 0.03544
C 3.10240 -4.13406 1.29126
N 1.90856 -4.95303 1.45130
C 0.80900 -4.53418 1.98681
C -0.23845 -5.56201 2.17721
O 0.54560 -3.33631 2.25477
H 2.96992 -3.18122 0.77879
H 3.78195 -4.75337 0.70580
H 3.59981 -3.97566 2.24812
H 1.99537 -5.89050 1.08562
H -0.45403 -6.25509 1.36403
H -1.18903 -5.03488 2.25863
H -0.01578 -6.05703 3.12244
C 2.87227 0.61833 -2.41200
N 2.06524 1.53734 -3.28939
C 2.52222 2.04526 -4.47155
C 1.63861 3.04162 -5.11504
O 3.50818 1.60246 -5.02759
H 3.53023 1.17196 -1.74217
H 3.44914 -0.11738 -2.97242
H 2.04058 0.23470 -1.82107
H 1.29924 2.05043 -2.87699
H 1.69968 4.04670 -4.69770
H 0.61374 2.67285 -5.15699
H 1.90706 3.23696 -6.15324
C -1.36296 -0.57368 1.11011
C 0.02736 -0.12459 0.60966
N 1.11352 -0.80568 0.77467
O 0.08253 0.87885 -0.07069
H -1.53892 0.12263 1.93004
H -1.19554 -1.51212 1.63870
H -2.08623 -0.59744 0.29498
H 2.04385 -0.50760 0.51827
H 0.99373 -1.69201 1.24390

=====

Entry 4:
44
Properties=species:S:1:pos:R:3 method="wB97M-V/def2-TZVPD" relative_energy_kcal_mol=70.2 lumo_energy_ev=0.07 spin_multiplicity=1 gap_ev=9.55 homo_ev=-9.5
N -0.79582 1.20385 1.26103
C -0.15108 0.38960 0.23964
C -1.17847 -0.18614 -0.75449
C -2.23781 -1.08510 -0.16559
O -2.98805 -0.44139 0.85067
N -0.34356 -0.92433 -1.75401
C -0.28815 -0.45335 -3.11036
O -1.15254 -1.20725 -3.96509
H -0.76782 2.19777 1.14931
H -0.68083 0.82923 2.19130
H 0.53045 -0.38204 0.59034
H 0.46653 0.95434 -0.46085
H -1.68457 0.61080 -1.30937
H -1.75514 -1.94943 0.31064
H -2.92783 -1.44788 -0.93018
H -2.49694 0.36976 1.07614
H -0.56604 -1.90176 -1.64373
H 0.73069 -0.56969 -3.48202
H -0.53548 0.59495 -3.27752
H -2.05775 -0.95803 -3.78782
O 1.69384 2.89314 1.29852
H 2.06937 2.07794 1.69944
H 1.02130 3.13047 1.94220
O 0.29450 -3.46861 0.77692
H 1.14327 -3.17540 0.42639
H -0.44453 -3.22700 0.21920
O -1.01996 3.34499 -3.09595
H -0.07490 3.32086 -2.90544
H -1.51978 3.17171 -2.30036
O 0.98677 -1.67736 2.77718
H 0.67482 -2.45126 2.26694
H 1.49154 -2.06169 3.50386
O -1.97632 -0.57693 3.46361
H -1.28287 -1.24005 3.43126
H -2.36139 -0.50000 2.57322
O 1.54880 3.05687 -1.43301
H 1.83964 3.90870 -1.09842
H 1.15558 2.61484 -0.68079
O 2.63689 -1.78559 -0.70021
H 2.04132 -1.43965 -1.37403
H 3.30367 -2.35554 -1.09093
O 2.71956 0.60621 2.53956
H 2.98601 0.04549 1.82480
H 1.95309 0.14399 2.90799

=====

Entry 5:
12
Properties=species:S:1:pos:R:3 method="wB97M-V/def2-TZVPD" relative_energy_kcal_mol=4.4 lumo_energy_ev=-3.82 charge=+1 spin_multiplicity=1 gap_ev=10.33 homo_ev=-14.1
C 0.63603 -1.87432 0.27383
C 0.60303 -0.69382 -0.28507
Br 2.13801 0.30695 -0.66347
C -0.72472 0.18569 -0.38424
N -0.47587 1.56248 0.28061
H 1.50290 -2.56806 0.22205
H -0.31408 -2.40409 0.48014
H -0.89370 0.23513 -1.46854
H -1.50837 -0.27736 0.17382
H 0.50684 1.70129 0.08625
H -0.24895 1.62765 1.35943
H -1.22112 2.19846 -0.07480

=====

Entry 6:
56
Properties=species:S:1:pos:R:3 method="wB97M-V/def2-TZVPD" relative_energy_kcal_mol=16.9 lumo_energy_ev="-3.15 / -3.15" charge=+1 spin_multiplicity=2 gap_ev="6.62 / 7.18" homo_ev="-9.8 / -10.3"
Ru 1.18345 0.72255 0.54205
C 2.01295 2.29631 1.90576
C 0.62899 2.55428 1.80779
C 0.32425 2.74050 0.43185
C 1.53791 2.67840 -0.31477
C 2.59230 2.38212 0.59965
H 2.54938 2.06520 2.81222
H -0.09379 2.52041 2.60559
H -0.66473 2.88536 0.02995
H 1.63787 2.83416 -1.37578
H 3.63692 2.27792 0.35695
C -7.06002 -1.16585 0.18899
C -6.19198 -1.47678 1.39923
N -4.86521 -1.97075 1.03187
C -3.82288 -1.10223 1.01235
C -2.55481 -1.38038 0.62386
C -1.58975 -0.22510 0.70874
O -1.95250 0.81847 1.24108
O -0.43118 -0.45973 0.19209
C -2.22701 -2.72458 0.16636
O -1.13678 -3.13538 -0.17513
C -3.38507 -3.67096 0.21160
C -3.15040 -4.98804 -0.17746
C -4.17774 -5.88655 -0.15837
F -3.97048 -7.17413 -0.52939
C -5.46652 -5.52218 0.23412
C -5.70464 -4.22082 0.62176
C -4.66533 -3.27851 0.62306
N -6.53731 -6.48009 0.25056
C -6.83043 -7.11107 -1.03382
C -8.29797 -7.55228 -0.99094
N -8.66149 -7.79723 0.45274
C -7.54258 -8.49286 1.17200
C -6.38283 -7.49677 1.29494
H -8.03691 -0.80381 0.50999
H -7.20784 -2.04489 -0.43900
H -6.59442 -0.39293 -0.42236
H -6.66767 -2.20165 2.06150
H -6.03856 -0.57653 1.99090
H -4.04096 -0.09581 1.34706
H -2.15046 -5.26348 -0.48718
H -6.71053 -3.95739 0.91553
H -6.17324 -7.96103 -1.24451
H -6.69690 -6.38972 -1.83664
H -8.47548 -8.47786 -1.53487
H -8.97298 -6.78189 -1.35715
H -9.53245 -8.32074 0.52178
H -8.79592 -6.88468 0.89201
H -7.28779 -9.36281 0.57002
H -7.90446 -8.82978 2.14013
H -5.44051 -8.04777 1.21503
H -6.40358 -6.99746 2.26337
Cl 2.57523 -1.31830 1.04660
Si 2.26152 -0.57280 -0.95491
Cl 1.49224 -2.04426 -2.11276
Cl 4.09231 -0.10520 -1.73249

=====

Entry 7:
55
Properties=species:S:1:pos:R:3 method="wB97M-V/def2-TZVPD" relative_energy_kcal_mol=36.1 lumo_energy_ev="3.43 / 3.43" charge=-2 spin_multiplicity=2 gap_ev="3.62 / 3.63" homo_ev="-0.2 / -0.2"
Co 0.19917 -1.14937 1.65306
O 0.04293 -0.16562 -0.28226
S -1.16171 0.61813 0.21514
C -0.66260 2.36363 0.19504
C 0.63477 2.50662 0.99959
C 1.88626 2.29700 0.14126
C 3.11556 1.98952 0.99407
S 3.32292 0.22908 1.29924
O 2.00426 -0.26437 1.77297
C 3.48884 -0.36163 -0.39977
C 2.89734 -1.58261 -0.69135
C 3.14530 -2.20038 -1.90837
C 4.01246 -1.61936 -2.82215
C 4.62693 -0.41200 -2.51653
C 4.37355 0.21357 -1.30497
C -2.32024 0.61003 -1.14547
C -1.92064 0.14525 -2.38766
C -2.86185 0.03105 -3.40003
C -4.18831 0.36576 -3.16105
C -4.58006 0.81551 -1.90719
C -3.64546 0.93133 -0.88974
H -1.49533 2.86712 0.69189
H -0.57603 2.71717 -0.83506
H 0.61509 1.78872 1.82463
H 0.68180 3.49306 1.46205
H 2.06233 3.19892 -0.45366
H 1.72138 1.47752 -0.56154
H 3.04293 2.42392 2.00996
H 4.05722 2.31870 0.54952
H 2.22915 -2.03535 0.03085
H 2.66492 -3.14360 -2.13690
H 4.21757 -2.10958 -3.76585
H 5.31113 0.04317 -3.22215
H 4.85708 1.15467 -1.07730
H -0.88571 -0.13825 -2.53344
H -2.56290 -0.33173 -4.37570
H -4.92452 0.25478 -3.94726
H -5.61733 1.05903 -1.71693
H -3.94140 1.24827 0.10364
Se 2.70003 1.85810 7.95080
Sb 1.56970 1.94189 5.75887
Se -0.06468 -0.89115 3.90148
Se 2.12629 -0.53288 4.73930
Se 2.96704 3.27778 4.14537
Br -5.67668 -3.08926 -0.58968
C -3.97402 -2.71485 0.20035
C -2.82145 -3.07359 -0.46875
C -1.59208 -2.75708 0.10620
C -1.46160 -2.07857 1.32829
C -2.67300 -1.78101 1.97378
C -3.91615 -2.08437 1.43256
H -2.87675 -3.57455 -1.42735
H -0.70043 -3.03664 -0.45058
H -2.64635 -1.28742 2.94060
H -4.82669 -1.82410 1.95815

=====

Entry 8:
37
Properties=species:S:1:pos:R:3 method="wB97M-V/def2-TZVPD" relative_energy_kcal_mol=20.0 lumo_energy_ev=-0.88 spin_multiplicity=1 gap_ev=9.28 homo_ev=-10.2
Xe 12.27044 -12.27865 7.39592
O 13.52144 -15.79854 7.40303
H 13.36725 -16.74217 7.35811
H 13.20939 -15.54546 8.27182
O 10.49722 -12.62041 10.48775
H 9.95140 -11.84526 10.35565
H 10.25384 -13.20978 9.77385
O 10.49213 -14.94657 8.74948
H 10.19929 -15.64523 9.33459
H 11.32101 -14.65027 9.12551
O 12.15932 -10.05803 10.47719
H 11.50313 -9.74382 9.85517
H 11.72675 -10.00535 11.32945
O 10.47191 -10.37303 4.66051
H 10.69583 -11.27734 4.88033
H 9.78781 -10.13618 5.28672
O 12.90518 -14.98440 10.11727
H 13.83504 -15.13621 9.94830
H 12.64475 -15.70501 10.69097
O 8.36802 -13.65141 7.09790
H 7.82080 -14.43435 7.03630
H 9.17017 -13.95225 7.52486
O 13.94565 -12.27296 10.97591
H 13.57863 -13.14905 11.09420
H 13.21998 -11.75347 10.62984
O 11.47705 -15.30890 5.35307
H 11.77740 -15.24038 6.25934
H 10.70994 -15.87973 5.39698
O 15.57845 -12.92204 8.69761
H 15.21608 -13.73593 8.34763
H 15.15980 -12.82099 9.55245
O 10.02335 -13.18904 4.71621
H 9.35891 -13.21391 5.40478
H 10.64557 -13.87497 4.95824
O 15.82844 -11.41004 6.16288
H 15.80478 -11.77088 7.04914
H 15.92280 -12.17470 5.59487